{
  "formula": "C78H48O18",
  "method": "wB97M-V/def2-TZVPD",
  "smiles": "O=C1c2ccccc2C(=O)c2ccccc21.O=C1c2ccccc2C(=O)c2ccccc21.O=C1c2ccccc2C(=O)c2ccccc21.O=C1C=CC(=O)C=C1.O=C1C=CC(=O)C=C1.O=C1C=CC(=O)C=C1.O=C1C=CC(=O)C=C1.O=C1C=CC(=O)C=C1.O=C1C=CC(=O)C=C1",
  "energy_ha": -4355.1905,
  "charge": 0,
  "elements": ["O", "C", "C", "C", "C", "C", "C", "C", "C", "O", "C", "C", "C", "C", "C", "C", "H", "H", "H", "H", "H", "H", "H", "H", "O", "C", "C", "C", "C", "C", "C", "C", "C", "O", "C", "C", "C", "C", "C", "C", "H", "H", "H", "H", "H", "H", "H", "H", "O", "C", "C", "C", "C", "C", "C", "C", "C", "O", "C", "C", "C", "C", "C", "C", "H", "H", "H", "H", "H", "H", "H", "H", "O", "C", "C", "C", "C", "O", "C", "C", "H", "H", "H", "H", "O", "C", "C", "C", "C", "O", "C", "C", "H", "H", "H", "H", "O", "C", "C", "C", "C", "O", "C", "C", "H", "H", "H", "H", "O", "C", "C", "C", "C", "O", "C", "C", "H", "H", "H", "H", "O", "C", "C", "C", "C", "O", "C", "C", "H", "H", "H", "H", "O", "C", "C", "C", "C", "O", "C", "C", "H", "H", "H", "H"],
  "xyz": [[-4.7079, -1.2726, 1.7736], [-4.9557, -2.3105, 2.3723], [-4.0207, -3.3470, 2.7018], [-2.6262, -3.1881, 2.4982], [-1.7710, -4.2123, 2.8457], [-2.2659, -5.2227, 3.6393], [-3.6395, -5.4601, 3.8357], [-4.4543, -4.5343, 3.3467], [-5.9096, -4.8054, 3.4614], [-6.3499, -5.9044, 3.7627], [-6.8708, -3.6861, 3.2416], [-8.2203, -3.8737, 3.4501], [-9.1169, -2.8773, 3.0899], [-8.6291, -1.6649, 2.6304], [-7.2555, -1.4595, 2.4145], [-6.3992, -2.4474, 2.7977], [-2.2816, -2.3080, 2.0046], [-0.7079, -4.1544, 2.6454], [-1.4914, -5.9401, 3.8770], [-4.0042, -6.3295, 4.3279], [-8.5364, -4.8904, 3.8208], [-10.1237, -3.1804, 3.2649], [-9.2879, -0.8433, 2.3683], [-6.8988, -0.5326, 1.9444], [-0.8251, 0.9913, -5.0439], [0.3157, 1.5260, -5.0569], [1.5159, 0.6840, -5.0224], [1.3460, -0.6839, -5.0297], [2.4394, -1.5271, -4.9457], [3.7082, -0.9461, -4.9415], [3.9474, 0.4249, -5.0324], [2.7631, 1.2286, -5.1267], [2.9387, 2.7254, -5.1613], [4.0236, 3.3025, -4.9951], [1.7436, 3.5306, -5.3795], [1.9015, 4.8945, -5.5909], [0.7124, 5.6329, -5.7354], [-0.5771, 5.0713, -5.6490], [-0.6656, 3.7515, -5.4047], [0.4712, 2.9616, -5.2832], [0.3511, -1.1427, -5.0785], [2.3696, -2.5896, -4.8597], [4.5948, -1.5449, -5.0885], [4.9021, 0.9894, -4.9847], [2.8094, 5.4061, -5.6969], [0.8930, 6.7244, -6.0356], [-1.3925, 5.7800, -5.5681], [-1.6175, 3.2460, -5.2566], [0.2367, 0.1238, 3.2465], [-0.1440, -0.5551, 4.1848], [-1.5646, -0.4914, 4.6827], [-2.4583, 0.3946, 4.0461], [-3.7857, 0.3145, 4.3969], [-4.2745, -0.6062, 5.2821], [-3.3859, -1.4572, 5.9081], [-2.0160, -1.4469, 5.5834], [-1.0761, -2.4951, 6.2063], [-1.4399, -3.3226, 7.0223], [0.3741, -2.2760, 5.9401], [1.2852, -3.0714, 6.5889], [2.6091, -3.0404, 6.2359], [3.0692, -2.1104, 5.2540], [2.1467, -1.2592, 4.6656], [0.8199, -1.4076, 4.9694], [-2.1195, 1.0415, 3.2119], [-4.5107, 0.9897, 4.0180], [-5.3804, -0.6884, 5.4033], [-3.6475, -2.3179, 6.5145], [1.0237, -3.6299, 7.4430], [3.4477, -3.5094, 6.6943], [4.1395, -2.0415, 4.9642], [2.3621, -0.3715, 4.1324], [0.3630, -6.5619, 0.7593], [0.4595, -5.7724, -0.1040], [-0.5268, -4.6900, -0.4538], [-0.3686, -3.7548, -1.4169], [0.8522, -3.8541, -2.2355], [0.9686, -3.0529, -3.1827], [1.9579, -4.7004, -1.8223], [1.8153, -5.6431, -0.8783], [-1.5093, -4.8514, 0.0949], [-1.1201, -3.0002, -1.7283], [2.9074, -4.6099, -2.3819], [2.6010, -6.3748, -0.6103], [1.3189, -3.5005, 1.4705], [2.4583, -2.9444, 1.5719], [3.6104, -3.7462, 2.0572], [4.8541, -3.2122, 2.0640], [5.0342, -1.7861, 1.9458], [6.0373, -1.1984, 2.2805], [3.9056, -0.9467, 1.2653], [2.7207, -1.5251, 1.2262], [3.4180, -4.8440, 2.2026], [5.7235, -3.8611, 2.2325], [4.0129, 0.0515, 0.7857], [1.8853, -1.0656, 0.7475], [-3.6856, -0.3492, -1.9958], [-3.8285, 0.8548, -1.8344], [-3.5501, 1.8110, -2.9737], [-3.8403, 3.1343, -2.8114], [-4.3522, 3.7166, -1.5574], [-4.5988, 4.8643, -1.5076], [-4.4986, 2.8315, -0.4331], [-4.2610, 1.4720, -0.5261], [-3.1801, 1.5590, -3.9276], [-3.7113, 3.8587, -3.6315], [-4.7616, 3.2831, 0.4923], [-4.2574, 0.9532, 0.3801], [4.0313, 6.1176, -0.8316], [3.2178, 6.7402, -1.4455], [1.9541, 6.0934, -1.9401], [1.0858, 6.8293, -2.5759], [1.2570, 8.2208, -2.9597], [0.4920, 8.8361, -3.5851], [2.5411, 8.8270, -2.5049], [3.4270, 8.1152, -1.8654], [1.8563, 5.0545, -1.6217], [0.0986, 6.3875, -2.8508], [2.7456, 9.8048, -2.8654], [4.3157, 8.5952, -1.4929], [-1.8579, 0.4142, 1.0074], [-0.8574, 0.7279, 0.4016], [-0.3437, -0.0872, -0.7664], [0.3184, 0.5548, -1.7103], [0.8813, 1.9470, -1.4763], [1.6832, 2.3594, -2.3138], [0.6386, 2.5880, -0.1962], [-0.1296, 1.9721, 0.7406], [-0.7973, -1.0291, -0.8480], [0.5362, 0.1701, -2.6677], [1.1230, 3.5521, -0.0874], [-0.2693, 2.2548, 1.7370], [8.4565, 2.6187, -2.8871], [7.3823, 2.0686, -2.7447], [6.2156, 2.9914, -2.5559], [5.0400, 2.6076, -2.0559], [4.8248, 1.2059, -1.6271], [3.7636, 0.8394, -1.1319], [5.9967, 0.2622, -1.7684], [7.1695, 0.6753, -2.2650], [6.4986, 4.0189, -2.7035], [4.1780, 3.1689, -1.8128], [5.8850, -0.7967, -1.5007], [7.9329, -0.0079, -2.5349]]
}

***

{
  "formula": "C12H28AlClN3O13S3",
  "method": "wB97M-V/def2-TZVPD",
  "energy_ha": -3513.7144,
  "charge": -1,
  "elements": ["C", "C", "C", "Cl", "Al", "N", "N", "C", "C", "C", "N", "O", "H", "H", "H", "H", "H", "H", "H", "H", "H", "H", "H", "H", "H", "H", "H", "H", "C", "C", "O", "S", "O", "O", "O", "H", "H", "H", "H", "C", "C", "O", "S", "O", "O", "O", "H", "H", "H", "H", "C", "C", "O", "S", "O", "O", "O", "H", "H", "H", "H"],
  "xyz": [[5.4924, 2.9645, -1.3662], [4.8165, 2.1086, -2.4528], [5.0846, 0.6147, -2.2314], [5.1821, -0.2305, -3.8449], [3.6915, -0.2561, -1.0207], [3.1807, 1.0691, 0.2359], [4.5086, -1.7375, -0.2359], [2.0734, -0.7973, -2.0973], [0.8948, 0.1914, -2.0836], [0.4148, 0.5360, -0.6983], [0.1840, 1.9087, -0.3920], [0.2226, -0.2906, 0.1678], [5.9273, 2.3368, -0.5848], [6.2965, 3.5813, -1.7739], [4.7758, 3.6195, -0.8699], [5.1599, 2.4123, -3.4466], [3.7392, 2.2992, -2.4171], [6.0882, 0.5086, -1.8083], [2.3967, 0.7407, 0.7961], [3.9235, 1.1756, 0.9241], [5.4867, -1.6093, 0.0015], [4.0473, -2.0606, 0.6088], [1.7415, -1.7998, -1.8109], [2.3894, -0.8648, -3.1446], [1.1917, 1.1151, -2.5871], [0.0141, -0.1861, -2.6282], [0.1652, 2.4608, -1.2439], [0.9982, 2.2527, 0.1215], [-2.9803, 1.6550, 2.4010], [-2.8313, 1.1691, 0.9760], [-4.1703, 1.3344, 0.4359], [-4.8588, 2.6053, 1.0699], [-4.7626, 3.7288, 0.2068], [-6.1431, 2.2118, 1.5514], [-3.8595, 2.7968, 2.2823], [-3.4576, 0.9172, 3.0463], [-2.0419, 1.9880, 2.8332], [-2.5559, 0.1218, 0.9018], [-2.1203, 1.7742, 0.4143], [-8.8540, 2.3235, -0.3992], [-9.0355, 1.0695, 0.4148], [-10.4301, 0.7462, 0.2456], [-10.9103, 1.1718, -1.2129], [-10.8872, 0.0559, -2.0910], [-12.0954, 1.9425, -1.0763], [-9.6712, 2.1074, -1.5668], [-9.2219, 3.2052, 0.1263], [-7.8255, 2.4803, -0.7077], [-8.8319, 1.2154, 1.4704], [-8.4321, 0.2459, 0.0314], [5.5198, -5.8471, 1.2870], [4.4912, -6.3295, 2.2935], [4.7579, -5.5297, 3.4554], [5.2218, -4.0615, 3.0019], [4.1100, -3.1834, 3.0194], [6.4068, -3.7420, 3.7158], [5.5585, -4.4335, 1.4997], [6.5074, -6.2680, 1.4832], [5.2322, -6.0202, 0.2538], [4.6111, -7.3739, 2.5681], [3.4727, -6.1404, 1.9513]]
}

***

{
  "formula": "C12H17N2O3PtSbSe4",
  "method": "wB97M-V/def2-TZVPD",
  "relative_energy_kcal_mol": 11.81,
  "charge": -2,
  "elements": ["Pt", "Se", "Sb", "Se", "Se", "Se", "C", "C", "C", "C", "C", "C", "C", "C", "C", "C", "O", "O", "H", "H", "H", "H", "H", "H", "H", "H", "H", "H", "H", "C", "N", "C", "N", "O", "H", "H", "H", "H", "H", "H"],
  "xyz": [[0.4028, -0.0195, 0.0466], [-0.7436, 3.6498, 3.9048], [-1.5133, 2.1551, 2.1838], [-0.5866, -0.2007, 2.2009], [-0.1767, 2.2621, 0.0160], [-3.9163, 2.1680, 1.7986], [-4.1399, 0.3759, -4.5657], [-2.7022, 0.1142, -4.2080], [-2.2677, -1.1694, -3.9095], [-0.9735, -1.4165, -3.4658], [-0.5367, -2.8093, -3.1076], [-0.0946, -0.3425, -3.3279], [-0.4925, 0.9509, -3.6637], [0.4935, 2.0852, -3.5939], [-1.7979, 1.1629, -4.0919], [1.3229, -0.5938, -2.8602], [2.1462, -1.0124, -3.6682], [1.5935, -0.3318, -1.6283], [-4.6249, -0.5295, -4.9343], [-4.2289, 1.1507, -5.3305], [-4.6912, 0.7099, -3.6832], [-2.9664, -1.9974, -3.9715], [-1.3128, -3.5315, -3.3614], [-0.3723, -2.8800, -2.0313], [0.3885, -3.0667, -3.6255], [1.2843, 1.9453, -4.3360], [0.9727, 2.1287, -2.6156], [0.0027, 3.0411, -3.7783], [-2.1193, 2.1746, -4.3217], [-3.7305, -2.4955, 1.8304], [-3.8652, -1.3889, 0.9095], [-3.0513, -1.3673, -0.2020], [-3.0588, -0.1739, -0.8807], [-2.4355, -2.3527, -0.5941], [-4.6601, -2.6209, 2.3895], [-2.9053, -2.3456, 2.5337], [-3.5308, -3.3998, 1.2596], [-3.9990, -0.4762, 1.3378], [-3.2935, 0.6481, -0.3304], [-2.2381, -0.0501, -1.4580]]
}

***

{
  "formula": "C11H65BrF3NO26P",
  "method": "wB97M-V/def2-TZVPD",
  "energy_ha": -5683.5286,
  "charge": 1,
  "elements": ["C", "C", "C", "Br", "C", "O", "C", "C", "C", "O", "O", "C", "C", "N", "C", "P", "O", "C", "F", "F", "F", "H", "H", "H", "H", "H", "H", "H", "H", "H", "H", "H", "H", "H", "H", "H", "H", "H", "H", "H", "H", "H", "O", "H", "H", "O", "H", "H", "O", "H", "H", "O", "H", "H", "O", "H", "H", "O", "H", "H", "O", "H", "H", "O", "H", "H", "O", "H", "H", "O", "H", "H", "O", "H", "H", "O", "H", "H", "O", "H", "H", "O", "H", "H", "O", "H", "H", "O", "H", "H", "O", "H", "H", "O", "H", "H", "O", "H", "H", "O", "H", "H", "O", "H", "H", "O", "H", "H"],
  "xyz": [[0.9035, 4.0372, -0.9231], [1.4435, 2.4767, -0.9403], [0.4470, 1.4544, -1.8131], [-1.4068, 2.2630, -1.5217], [0.5169, -0.1201, -1.2345], [-0.3857, -0.0738, -0.0732], [-0.1045, -1.0428, 0.9659], [0.3489, -0.4067, 2.4297], [-1.0907, -0.0957, 3.2227], [1.0384, 0.8865, 2.3385], [1.9312, -0.3408, -0.9057], [2.8168, -0.3831, -2.0614], [2.4286, -1.4305, -3.2517], [0.9980, -1.1449, -3.6467], [0.0610, -1.1629, -2.4223], [0.0944, -3.0312, -1.8640], [-1.1647, -3.4304, -0.9901], [-1.4473, -0.9395, -3.0193], [-1.5326, 0.1479, -4.0650], [-1.7649, -2.2028, -3.7884], [-2.5221, -0.8224, -2.0073], [0.5343, 4.4169, -1.9928], [1.8702, 4.7008, -0.6953], [0.1486, 4.2788, -0.0600], [2.4661, 2.5092, -1.5559], [1.7237, 2.0529, 0.1132], [0.8094, 1.5453, -2.9208], [-1.1352, -1.6033, 1.1965], [0.6577, -1.8919, 0.7239], [0.9069, -1.2138, 3.0689], [-1.0208, 0.8356, 3.9286], [-1.3835, -1.0732, 3.8418], [-1.9505, 0.1308, 2.4273], [2.0315, 0.6588, 2.4018], [3.0089, 0.6688, -2.5856], [3.8913, -0.7137, -1.6592], [2.6789, -2.5540, -3.0444], [3.0940, -1.1245, -4.1953], [0.7156, -1.8840, -4.3501], [0.9919, -0.2367, -4.1575], [0.2526, -3.8715, -3.0582], [1.3512, -3.2011, -1.1259], [-3.2395, -1.5959, 2.6013], [-3.9700, -1.1837, 3.0865], [-3.6801, -2.1141, 1.9110], [2.0503, 0.8720, 5.1263], [2.1706, 0.0173, 5.5666], [1.2777, 0.7356, 4.5575], [1.1975, 5.5995, -3.6887], [0.3000, 5.9513, -3.7873], [1.5425, 5.5813, -4.5940], [4.4071, -0.8986, -5.7435], [5.2048, -0.3800, -5.9271], [4.4276, -1.6029, -6.4088], [-2.2126, 2.4262, -5.6017], [-2.0923, 1.5715, -5.1614], [-2.9852, 2.2897, -6.1705], [-5.7320, -0.1676, 2.1519], [-6.6295, 0.1841, 2.0533], [-5.3869, -0.1859, 1.2466], [5.4698, -1.8750, -1.3558], [6.3772, -1.6265, -1.1238], [5.1579, -2.3698, -0.5833], [4.9469, 0.6094, 4.2133], [5.0741, -0.2317, 3.7494], [4.0028, 0.6158, 4.4317], [7.9394, 0.3225, -0.9592], [7.6967, 1.2009, -0.6299], [8.1295, 0.4688, -1.8981], [-1.5855, -5.7367, 1.2892], [-1.8282, -4.8582, 1.6186], [-1.3955, -5.5903, 0.3504], [-7.6622, -2.2055, 1.2257], [-6.9330, -2.1792, 1.8633], [-7.3088, -2.7243, 0.4874], [-1.1219, 1.2206, -8.4676], [-1.6229, 1.4715, -7.6771], [-0.4449, 0.6135, -8.1327], [0.4565, 3.8127, 5.4862], [1.1857, 3.8390, 6.1239], [0.8099, 3.2940, 4.7479], [-4.2080, -3.7698, -1.1797], [-3.4103, -3.2512, -1.3632], [-4.1875, -4.4741, -1.8449], [-1.4335, 5.6295, -1.8610], [-1.9551, 4.8293, -2.0245], [-2.0623, 6.2376, -1.4441], [-0.6525, -3.0758, 5.3783], [-0.5322, -3.9305, 5.8187], [-1.4250, -3.2122, 4.8095], [-4.8596, 1.9738, -5.5360], [-4.6806, 1.5691, -4.6739], [-5.7697, 2.2974, -5.4581], [1.8310, -1.6887, 7.0372], [2.4569, -1.7887, 7.7701], [0.9839, -1.9725, 7.4126], [-0.9267, 3.1575, 2.3779], [-1.4277, 3.4085, 3.1684], [-0.2497, 2.5505, 2.7128], [0.5800, -5.1689, 7.1635], [1.0865, -5.1272, 7.9885], [1.2429, -5.3920, 6.4928], [-0.5767, 7.6526, -4.8606], [-0.8193, 8.5310, -4.5313], [-0.3866, 7.7989, -5.7994], [-2.2000, -4.7293, 8.7224], [-1.3382, -4.6041, 8.2976], [-2.3253, -5.6902, 8.7190]]
}

***

{
  "formula": "CH5N3S2",
  "method": "wB97M-V/def2-TZVPD",
  "smiles": "N=C(NS)NS",
  "relative_energy_kcal_mol": 36.68,
  "charge": 0,
  "elements": ["N", "C", "N", "S", "N", "S", "H", "H", "H", "H", "H"],
  "xyz": [[1.2876, 0.0087, -1.6216], [0.5473, 0.0074, -0.6580], [-0.1391, -1.1801, -0.2747], [-0.6420, -1.2879, 1.4963], [0.3779, 1.0956, 0.1781], [-1.2664, 1.7020, 0.6528], [1.7508, -0.8893, -1.8487], [0.1159, -2.0397, -0.6617], [-1.9352, -0.6751, 1.2403], [0.7427, 1.9758, -0.4103], [-0.8394, 1.2826, 1.9074]]
}

***

{
  "formula": "C16H16Cl2N7OSZn",
  "method": "wB97M-V/def2-TZVPD",
  "relative_energy_kcal_mol": 0.00,
  "charge": 1,
  "elements": ["Zn", "Cl", "C", "C", "C", "C", "C", "Cl", "C", "S", "H", "H", "H", "N", "C", "N", "C", "N", "N", "C", "N", "C", "C", "C", "C", "C", "N", "H", "H", "H", "H", "H", "H", "H", "H", "C", "C", "N", "O", "H", "H", "H", "H", "H"],
  "xyz": [[0.1619, -0.7553, 0.2514], [0.1202, -1.0229, 3.2139], [1.4956, 0.0479, 3.1924], [1.5964, 0.9460, 4.2433], [2.6692, 1.8185, 4.2956], [3.6254, 1.7914, 3.2958], [3.4938, 0.8995, 2.2431], [4.7080, 0.9378, 1.0066], [2.4250, -0.0079, 2.1474], [2.3178, -1.1216, 0.7913], [0.8429, 0.9427, 5.0193], [2.7619, 2.5144, 5.1189], [4.4769, 2.4577, 3.3170], [1.9502, 0.3813, -2.3528], [0.7825, -0.1310, -2.7651], [0.4567, -0.0343, -4.0464], [-0.7162, -0.5719, -4.3837], [-1.1012, -0.4789, -5.6561], [-1.5496, -1.2281, -3.5378], [-1.1433, -1.2526, -2.2964], [-0.0139, -0.7104, -1.8334], [-1.9735, -1.9798, -1.2893], [-3.1249, -2.6498, -1.6543], [-3.8354, -3.3291, -0.6759], [-3.3704, -3.3156, 0.6272], [-2.2106, -2.6162, 0.9134], [-1.5272, -1.9616, -0.0234], [2.5897, 0.6875, -3.0668], [2.3265, 0.1019, -1.4520], [-0.5002, -0.0323, -6.3257], [-1.9603, -0.9087, -5.9478], [-3.4400, -2.6304, -2.6869], [-4.7389, -3.8657, -0.9320], [-3.8892, -3.8369, 1.4190], [-1.8122, -2.5794, 1.9179], [0.7879, 2.6608, 0.3985], [-0.5046, 2.1169, 0.9165], [-1.3573, 2.9575, 1.4965], [-0.8127, 0.9117, 0.8162], [0.8283, 3.7472, 0.4241], [0.9401, 2.3114, -0.6221], [1.5919, 2.2556, 1.0142], [-1.1473, 3.9344, 1.5947], [-2.2196, 2.5984, 1.8736]]
}

***

What did the fifth record say?
{
  "formula": "CH5N3S2",
  "method": "wB97M-V/def2-TZVPD",
  "smiles": "N=C(NS)NS",
  "relative_energy_kcal_mol": 36.68,
  "charge": 0,
  "elements": ["N", "C", "N", "S", "N", "S", "H", "H", "H", "H", "H"],
  "xyz": [[1.2876, 0.0087, -1.6216], [0.5473, 0.0074, -0.6580], [-0.1391, -1.1801, -0.2747], [-0.6420, -1.2879, 1.4963], [0.3779, 1.0956, 0.1781], [-1.2664, 1.7020, 0.6528], [1.7508, -0.8893, -1.8487], [0.1159, -2.0397, -0.6617], [-1.9352, -0.6751, 1.2403], [0.7427, 1.9758, -0.4103], [-0.8394, 1.2826, 1.9074]]
}